(1)
ORCA calculation (wB97M-V/def2-TZVPD) on a cluster of 4 separate species, C46H105Cl2N2O5Si6 in total.

Element x y z (Å)
C (-3.372, -5.969, 2.459)
C (-3.650, -4.800, 1.904)
C (-3.707, -3.239, 1.433)
C (-5.062, -2.486, 1.865)
N (-4.958, -1.533, 3.008)
C (-3.721, -0.728, 3.058)
C (-4.190, 0.834, 2.805)
C (-5.077, 1.418, 4.060)
C (-6.069, 2.638, 3.605)
C (-5.402, 4.062, 4.063)
C (-4.520, 4.583, 2.777)
C (-3.461, 5.732, 3.231)
C (-2.176, 5.009, 3.956)
C (-1.640, 5.862, 5.222)
C (-1.725, 5.097, 6.641)
C (-1.137, 3.591, 6.577)
C (-0.176, 3.176, 7.812)
C (-0.977, 2.252, 8.895)
O (-1.706, 3.041, 9.873)
C (-3.146, 2.888, 9.750)
C (-2.874, -0.723, 4.417)
Cl (-1.843, 0.792, 4.776)
C (-2.753, -1.763, 5.395)
C (-3.512, -3.161, 5.218)
Cl (-1.685, -1.518, 6.894)
C (-2.629, -1.059, 1.873)
C (-2.914, -0.328, 0.472)
C (-2.110, -0.918, -0.803)
C (-1.240, 0.317, -1.459)
C (-0.095, 0.778, -0.412)
C (1.007, -0.347, -0.072)
O (1.896, -0.539, -1.214)
C (2.873, -1.562, -0.854)
N (-2.428, -2.546, 1.809)
H (-2.888, -6.840, 3.057)
H (-3.715, -3.295, 0.266)
H (-5.534, -2.006, 0.917)
H (-5.816, -3.320, 2.187)
H (-5.832, -0.987, 2.998)
H (-4.933, 0.868, 1.902)
H (-3.316, 1.521, 2.516)
H (-5.707, 0.554, 4.507)
H (-4.429, 1.835, 4.912)
H (-6.303, 2.603, 2.470)
H (-7.045, 2.505, 4.232)
H (-4.744, 3.967, 5.010)
H (-6.253, 4.806, 4.338)
H (-5.301, 5.019, 2.039)
H (-3.937, 3.681, 2.359)
H (-3.074, 6.227, 2.252)
H (-3.926, 6.568, 3.868)
H (-2.504, 3.931, 4.199)
H (-1.295, 4.921, 3.197)
H (-2.253, 6.846, 5.307)
H (-0.526, 6.112, 5.036)
H (-1.131, 5.651, 7.471)
H (-2.853, 5.017, 6.930)
H (-0.597, 3.337, 5.575)
H (-2.062, 2.876, 6.631)
H (0.707, 2.543, 7.380)
H (0.242, 4.141, 8.283)
H (-1.602, 1.458, 8.344)
H (-0.160, 1.665, 9.494)
H (-3.491, 1.895, 9.283)
H (-3.579, 2.900, 10.835)
H (-3.657, 3.791, 9.216)
H (-3.408, -3.726, 6.236)
H (-4.662, -3.017, 5.084)
H (-3.078, -3.871, 4.425)
H (-1.626, -0.615, 2.279)
H (-4.055, -0.419, 0.247)
H (-2.706, 0.820, 0.485)
H (-2.903, -1.277, -1.572)
H (-1.339, -1.737, -0.565)
H (-0.789, -0.044, -2.474)
H (-1.974, 1.174, -1.685)
H (-0.560, 1.143, 0.596)
H (0.438, 1.707, -0.853)
H (1.665, 0.081, 0.797)
H (0.583, -1.346, 0.322)
H (2.515, -2.591, -1.264)
H (2.990, -1.655, 0.291)
H (3.899, -1.253, -1.275)
H (-2.205, -2.853, 2.792)
H (-1.596, -2.847, 1.247)
O (-7.578, -9.824, 0.358)
Si (-6.784, -8.739, 1.357)
C (-5.059, -9.380, 1.755)
C (-7.735, -8.529, 2.968)
C (-6.596, -7.043, 0.580)
Si (-8.057, -11.430, 0.427)
C (-8.939, -11.991, -1.129)
C (-9.229, -11.686, 1.876)
C (-6.554, -12.535, 0.666)
H (-5.114, -10.292, 2.353)
H (-4.498, -8.634, 2.321)
H (-4.512, -9.602, 0.836)
H (-8.775, -8.255, 2.764)
H (-7.286, -7.746, 3.580)
H (-7.733, -9.459, 3.543)
H (-7.571, -6.602, 0.357)
H (-6.016, -7.096, -0.345)
H (-6.073, -6.374, 1.270)
H (-9.843, -11.404, -1.304)
H (-9.229, -13.041, -1.035)
H (-8.288, -11.897, -2.004)
H (-8.713, -11.529, 2.826)
H (-9.630, -12.704, 1.870)
H (-10.066, -10.984, 1.818)
H (-6.091, -12.360, 1.640)
H (-5.810, -12.344, -0.112)
H (-6.843, -13.588, 0.613)
O (6.988, 3.196, -1.678)
Si (8.631, 3.507, -1.548)
C (9.313, 4.056, -3.214)
C (9.542, 1.950, -1.008)
C (9.017, 4.854, -0.302)
Si (6.004, 2.167, -2.559)
C (4.185, 2.386, -2.162)
C (6.459, 0.377, -2.195)
C (6.233, 2.483, -4.398)
H (9.259, 3.243, -3.941)
H (10.358, 4.358, -3.117)
H (8.742, 4.904, -3.600)
H (9.100, 1.547, -0.092)
H (10.593, 2.167, -0.816)
H (9.486, 1.181, -1.782)
H (8.673, 4.576, 0.697)
H (8.543, 5.798, -0.585)
H (10.097, 5.018, -0.255)
H (3.983, 2.183, -1.109)
H (3.586, 1.695, -2.761)
H (3.854, 3.405, -2.390)
H (7.463, 0.150, -2.558)
H (5.756, -0.305, -2.683)
H (6.431, 0.190, -1.117)
H (7.242, 2.214, -4.718)
H (6.064, 3.538, -4.630)
H (5.524, 1.887, -4.979)
O (8.274, 5.174, -10.033)
Si (7.398, 4.363, -11.210)
C (5.563, 4.733, -11.012)
C (7.659, 2.506, -11.044)
C (7.894, 4.856, -12.949)
Si (8.336, 5.209, -8.359)
C (9.619, 6.409, -7.704)
C (8.760, 3.498, -7.699)
C (6.664, 5.723, -7.668)
H (5.184, 4.320, -10.075)
H (4.995, 4.292, -11.834)
H (5.388, 5.812, -11.009)
H (8.727, 2.269, -11.053)
H (7.182, 1.976, -11.869)
H (7.234, 2.138, -10.107)
H (8.947, 4.633, -13.137)
H (7.727, 5.924, -13.118)
H (7.295, 4.301, -13.678)
H (10.620, 6.142, -8.047)
H (9.620, 6.394, -6.611)
H (9.401, 7.431, -8.029)
H (7.958, 2.788, -7.914)
H (8.906, 3.529, -6.615)
H (9.680, 3.129, -8.161)
H (5.903, 4.970, -7.884)
H (6.345, 6.674, -8.103)
H (6.721, 5.844, -6.582)

## Properties
**LUMO energy**: -2.87 eV
**HOMO**: -10.8759 eV
**Multiplicity**: 1
**Total charge**: +1
**Frontier orbital gap**: 8.008 eV

---

(2)
ORCA calculation (wB97M-V/def2-TZVPD) on a cluster of 8 separate species, C46H106F2N8O6S2 in total.

Element x y z (Å)
C (-3.716, 1.628, 7.051)
C (-2.907, 1.653, 5.797)
O (-1.757, 1.850, 5.643)
N (-3.778, 1.642, 4.483)
H (-4.389, 0.834, 4.659)
H (-4.439, 2.423, 4.470)
C (-3.000, 1.396, 3.234)
H (-4.437, 2.446, 6.953)
H (-3.063, 1.713, 7.911)
H (-4.295, 0.705, 7.152)
H (-2.245, 0.624, 3.324)
H (-2.530, 2.288, 2.832)
H (-3.763, 1.056, 2.536)
C (-3.631, -2.924, -0.355)
C (-4.435, -4.025, -0.990)
O (-4.502, -5.141, -0.616)
N (-5.130, -3.736, -2.325)
H (-5.762, -2.929, -2.241)
H (-4.508, -3.415, -3.071)
C (-5.994, -4.866, -2.836)
H (-3.044, -2.457, -1.158)
H (-2.879, -3.326, 0.314)
H (-4.236, -2.154, 0.116)
H (-5.379, -5.726, -3.068)
H (-6.455, -4.497, -3.755)
H (-6.834, -5.076, -2.181)
C (-0.102, -5.423, -0.136)
C (1.123, -5.623, 0.755)
C (2.099, -6.614, 0.130)
N (3.174, -7.132, 1.047)
C (4.061, -6.047, 1.555)
C (3.997, -8.189, 0.301)
C (4.215, -9.372, 1.256)
C (3.685, -8.901, 2.608)
C (2.617, -7.894, 2.221)
H (-0.812, -6.244, -0.053)
H (0.270, -5.308, -1.157)
H (-0.641, -4.511, 0.107)
H (0.897, -5.843, 1.802)
H (1.627, -4.654, 0.880)
H (2.663, -6.089, -0.646)
H (1.627, -7.477, -0.333)
H (4.826, -6.536, 2.147)
H (3.434, -5.352, 2.104)
H (4.486, -5.522, 0.702)
H (4.939, -7.755, -0.037)
H (3.475, -8.440, -0.619)
H (5.268, -9.631, 1.326)
H (3.678, -10.222, 0.839)
H (4.438, -8.411, 3.225)
H (3.298, -9.734, 3.189)
H (2.317, -7.227, 3.030)
H (1.685, -8.401, 1.959)
C (-4.586, 0.720, -1.224)
C (-3.562, 1.041, -2.321)
C (-4.263, 0.837, -3.666)
N (-3.506, 1.358, -4.862)
C (-2.082, 0.908, -4.861)
C (-3.544, 2.863, -4.975)
C (-3.342, 3.170, -6.453)
C (-3.852, 1.929, -7.225)
C (-4.140, 0.875, -6.152)
H (-5.170, -0.172, -1.456)
H (-5.290, 1.556, -1.256)
H (-4.160, 0.721, -0.224)
H (-2.609, 0.525, -2.238)
H (-3.333, 2.107, -2.221)
H (-5.276, 1.227, -3.696)
H (-4.266, -0.246, -3.835)
H (-1.556, 1.247, -3.973)
H (-1.592, 1.365, -5.719)
H (-2.095, -0.171, -4.985)
H (-2.841, 3.294, -4.265)
H (-4.518, 3.229, -4.641)
H (-2.293, 3.435, -6.604)
H (-3.888, 4.054, -6.774)
H (-3.077, 1.543, -7.885)
H (-4.687, 2.230, -7.847)
H (-3.694, -0.093, -6.366)
H (-5.209, 0.703, -6.027)
C (3.930, -1.537, -1.575)
C (3.234, -0.395, -2.298)
C (3.791, -0.314, -3.717)
N (3.145, 0.737, -4.598)
C (1.657, 0.669, -4.550)
C (3.663, 2.103, -4.141)
C (3.853, 2.954, -5.396)
C (3.568, 2.031, -6.594)
C (3.716, 0.645, -5.992)
H (3.803, -2.518, -2.030)
H (3.601, -1.605, -0.536)
H (5.002, -1.333, -1.504)
H (3.331, 0.522, -1.717)
H (2.176, -0.613, -2.456)
H (3.665, -1.266, -4.241)
H (4.862, -0.125, -3.761)
H (1.383, -0.383, -4.496)
H (1.260, 1.234, -5.387)
H (1.307, 1.106, -3.615)
H (3.073, 2.505, -3.318)
H (4.619, 1.911, -3.657)
H (3.256, 3.862, -5.458)
H (4.882, 3.312, -5.352)
H (2.523, 2.146, -6.882)
H (4.242, 2.261, -7.410)
H (3.284, -0.174, -6.565)
H (4.774, 0.401, -5.875)
C (0.907, -0.435, 6.295)
C (2.014, 0.314, 5.558)
C (2.420, -0.480, 4.340)
N (3.481, 0.138, 3.463)
C (3.845, -0.881, 2.423)
C (4.733, 0.454, 4.244)
C (4.636, 1.933, 4.619)
C (3.786, 2.559, 3.517)
C (2.980, 1.428, 2.853)
H (0.750, -0.008, 7.284)
H (1.075, -1.507, 6.396)
H (-0.051, -0.322, 5.777)
H (2.834, 0.448, 6.260)
H (1.647, 1.303, 5.271)
H (1.602, -0.784, 3.684)
H (2.840, -1.429, 4.692)
H (4.591, -0.429, 1.775)
H (2.939, -1.121, 1.871)
H (4.271, -1.725, 2.957)
H (5.598, 0.350, 3.584)
H (4.917, -0.266, 5.037)
H (5.631, 2.370, 4.638)
H (4.222, 2.031, 5.619)
H (4.456, 2.964, 2.759)
H (3.133, 3.367, 3.839)
H (3.154, 1.350, 1.780)
H (1.898, 1.481, 2.949)
C (-3.920, 4.098, 0.000)
C (-3.346, 5.116, 0.998)
C (-1.885, 5.436, 0.793)
N (-1.249, 6.237, 1.900)
C (-1.954, 7.529, 2.065)
C (0.202, 6.493, 1.513)
C (1.050, 5.457, 2.254)
C (0.083, 4.606, 3.094)
C (-1.171, 5.472, 3.201)
H (-4.977, 3.998, 0.254)
H (-3.532, 3.092, 0.198)
H (-3.761, 4.309, -1.054)
H (-3.585, 4.702, 1.980)
H (-3.947, 6.021, 0.892)
H (-1.756, 6.010, -0.127)
H (-1.247, 4.563, 0.603)
H (-2.256, 7.960, 1.113)
H (-1.342, 8.214, 2.643)
H (-2.890, 7.368, 2.601)
H (0.450, 7.464, 1.930)
H (0.335, 6.479, 0.438)
H (1.743, 5.954, 2.933)
H (1.697, 4.858, 1.613)
H (0.526, 4.380, 4.059)
H (-0.230, 3.701, 2.566)
H (-1.060, 6.236, 3.969)
H (-2.084, 4.899, 3.304)
N (0.507, 0.121, 1.017)
S (-0.068, 1.191, -0.007)
O (-0.978, 2.155, 0.549)
O (-0.359, 0.869, -1.372)
F (1.273, 2.036, -0.170)
S (-0.576, -1.128, 0.745)
O (-0.201, -2.126, -0.200)
O (-1.976, -0.853, 0.895)
F (-0.238, -1.844, 2.117)

## Properties
**LUMO energy**: -11.50 eV
**HOMO**: -21.7077 eV
**Multiplicity**: 1
**Total charge**: +6
**Energy relative to the best compared isomer or geometry (same formula, charge and spin)**: 0.0 kcal per mole
**Frontier orbital gap**: 10.211 eV